# 1
ORCA calculation (ωB97M-V/def2-TZVPD) on a structure of composition C30H30AsN4O6Tl.

XYZ file:
```
72
Properties=species:S:1:pos:R:3:forces:R:3
Tl 0.348 0.081 -0.259 0.28 0.10 0.45
C 2.210 -1.149 2.203 0.17 -0.30 -0.18
C 2.806 -0.224 3.015 0.29 -0.01 0.08
C 1.796 0.649 3.522 0.11 0.25 0.26
C 0.589 0.250 3.023 -0.46 0.17 0.05
C 0.808 -0.883 2.172 -0.29 -0.03 -0.15
H 2.690 -1.967 1.694 0.07 -0.11 -0.12
H 3.856 -0.156 3.253 0.14 0.01 -0.07
H 1.978 1.475 4.192 -0.03 0.15 0.04
H -0.381 0.675 3.228 -0.07 0.03 -0.03
H 0.062 -1.624 1.938 -0.12 -0.05 -0.19
O -1.322 1.304 -1.748 0.22 -0.38 0.36
C -1.644 1.302 -2.977 0.07 0.15 -0.38
C -2.662 2.205 -3.408 -0.17 0.11 0.07
C -3.073 2.336 -4.702 0.00 0.06 0.00
C -2.490 1.556 -5.696 -0.06 -0.11 -0.41
C -1.522 0.651 -5.333 0.04 0.01 -0.02
C -1.073 0.486 -4.016 -0.38 0.46 -0.04
C -0.047 -0.502 -3.773 0.31 -0.20 -0.08
N 0.710 -0.661 -2.702 -0.43 0.31 -0.04
C 1.558 -1.690 -2.950 0.20 -0.23 -0.26
C 1.333 -2.179 -4.197 0.21 -0.16 0.02
N 0.326 -1.414 -4.722 -0.01 0.24 0.00
H -3.121 2.803 -2.637 -0.03 0.01 0.05
H -3.850 3.045 -4.961 -0.07 0.06 0.04
H -2.800 1.653 -6.729 0.02 -0.04 -0.02
H -1.081 0.053 -6.122 0.05 0.01 -0.04
H 2.272 -1.993 -2.213 0.14 -0.22 0.16
H 1.761 -2.998 -4.741 0.13 -0.12 -0.06
H -0.127 -1.569 -5.606 0.00 0.03 0.24
C -3.514 3.454 0.144 0.32 -0.25 -0.01
As -1.998 2.627 1.085 -0.35 2.58 0.65
C -0.414 3.449 0.345 -0.16 -0.26 -0.03
C -2.093 3.488 2.886 0.00 -0.35 -0.45
O -2.146 1.037 1.256 0.09 -1.69 0.02
H -3.799 4.417 0.566 0.14 -0.02 0.10
H -4.362 2.772 0.164 0.07 -0.07 0.06
H -3.195 3.581 -0.886 -0.05 0.08 -0.01
H -0.513 4.533 0.375 -0.14 0.03 0.08
H -0.319 3.105 -0.682 0.02 0.07 -0.06
H 0.469 3.126 0.896 -0.04 -0.03 0.02
H -2.009 4.570 2.802 0.00 0.06 -0.07
H -1.266 3.109 3.488 0.02 -0.03 -0.07
H -3.032 3.228 3.379 0.03 -0.03 -0.12
O -0.233 -4.560 -1.143 0.04 -0.42 -0.25
C -0.525 -3.358 -1.175 -0.23 -0.19 -0.15
O -0.146 -2.476 -0.379 -0.11 0.68 0.25
C -1.470 -2.946 -2.330 0.32 -0.36 0.11
C -1.353 -3.657 -3.521 -0.12 -0.06 0.13
C -2.168 -3.374 -4.606 0.02 -0.04 0.09
C -3.139 -2.402 -4.493 -0.32 0.29 0.06
C -3.283 -1.707 -3.290 1.29 -1.32 -0.22
C -2.433 -1.954 -2.212 -0.26 0.22 -0.14
N -4.353 -0.778 -3.188 -1.76 1.20 0.01
O -4.627 -0.293 -2.098 0.36 -0.30 -0.50
O -5.013 -0.542 -4.208 0.44 -0.07 0.63
H -0.612 -4.443 -3.571 0.01 -0.01 0.09
H -2.055 -3.925 -5.533 -0.03 0.02 -0.01
H -3.806 -2.170 -5.310 0.00 0.02 0.00
H -2.521 -1.370 -1.307 0.00 0.03 0.09
N 2.060 1.725 -0.345 -0.19 -1.02 0.97
C 2.237 2.584 -1.296 0.35 0.79 -0.81
C 1.795 2.478 -2.653 -0.33 -0.35 0.18
C 2.037 3.457 -3.578 0.04 0.21 -0.07
C 2.732 4.617 -3.244 0.08 0.26 -0.40
C 3.193 4.750 -1.939 0.00 0.19 -0.13
C 2.963 3.787 -0.992 0.05 -0.10 0.24
H 1.225 1.601 -2.911 0.02 -0.02 -0.11
H 1.673 3.321 -4.592 -0.06 -0.01 0.01
H 2.900 5.394 -3.979 0.04 0.03 -0.02
H 3.728 5.650 -1.656 0.07 0.04 0.05
H 3.327 3.915 0.019 0.02 0.00 0.11
```
Positions in Å, forces in eV/Å.

Output
F_max = 2.68 eV Å⁻¹
total charge = -2
HOMO energy (alpha / beta) = -0.8606 / -1.1585 eV
ΔE to the lowest compared entry with this formula, charge and spin = 95.05 kcal/mol



# 2
ORCA calculation (ωB97M-V/def2-TZVPD) on a structure of composition C30H30AsN4O6Tl.

XYZ file:
```
72
Properties=species:S:1:pos:R:3:forces:R:3
Tl -1.165 -0.493 0.434 -0.69 0.52 -0.72
C -2.171 1.574 3.718 -0.01 -0.08 0.06
C -1.783 0.362 4.390 -0.01 0.00 -0.06
C -2.093 -0.703 3.578 -0.17 0.01 0.04
C -2.672 -0.196 2.359 0.15 -0.24 -0.06
C -2.731 1.242 2.506 0.05 0.09 0.01
H -2.033 2.576 4.111 -0.02 -0.02 -0.06
H -1.293 0.310 5.356 0.02 -0.01 -0.04
H -1.921 -1.751 3.786 0.04 0.05 0.00
H -3.401 -0.757 1.778 0.01 0.03 -0.01
H -3.140 1.918 1.767 0.08 -0.07 -0.01
O -2.520 -2.289 -0.586 0.10 -0.08 0.22
C -2.448 -2.983 -1.645 -0.03 -0.04 -0.04
C -3.649 -3.486 -2.250 -0.09 0.00 0.00
C -3.655 -4.228 -3.403 0.11 0.00 0.00
C -2.455 -4.548 -4.056 -0.02 -0.04 -0.01
C -1.275 -4.105 -3.496 -0.03 0.05 0.05
C -1.230 -3.354 -2.316 -0.04 0.01 0.00
C 0.064 -2.975 -1.765 0.11 0.04 0.06
N 0.330 -2.065 -0.847 0.06 0.03 0.21
C 1.686 -2.073 -0.629 -0.03 -0.01 -0.07
C 2.272 -2.993 -1.435 -0.03 0.04 -0.04
N 1.236 -3.562 -2.152 0.02 0.05 0.01
H -4.577 -3.230 -1.751 0.04 0.02 0.00
H -4.598 -4.567 -3.821 -0.01 0.02 0.02
H -2.454 -5.114 -4.980 0.01 0.01 0.00
H -0.348 -4.331 -4.016 0.01 0.02 -0.01
H 2.130 -1.436 0.116 0.00 -0.05 -0.02
H 3.294 -3.308 -1.555 -0.03 -0.01 0.03
H 1.320 -4.313 -2.807 -0.06 -0.08 -0.04
C 1.595 3.774 -1.123 0.06 -0.08 0.31
As 2.148 1.990 -0.629 0.32 -0.22 -0.87
C 3.655 2.001 0.599 -0.24 0.20 0.10
C 2.970 1.314 -2.259 -0.07 0.05 0.10
O 0.901 1.037 -0.194 0.13 -0.12 0.58
H 2.424 4.357 -1.524 0.02 -0.04 0.00
H 1.173 4.259 -0.247 -0.05 0.05 0.03
H 0.817 3.641 -1.873 -0.03 -0.03 -0.01
H 4.577 2.164 0.042 0.01 0.03 -0.01
H 3.673 1.024 1.079 -0.01 -0.03 -0.01
H 3.534 2.769 1.362 -0.03 -0.01 0.02
H 3.763 1.981 -2.604 -0.01 0.00 0.02
H 2.193 1.228 -3.019 -0.05 0.01 0.04
H 3.374 0.323 -2.056 -0.02 0.00 0.02
O 2.467 -2.249 2.683 -0.19 -0.02 0.03
C 1.486 -1.485 2.684 0.10 0.26 -0.15
O 0.407 -1.591 2.049 0.10 0.06 -0.16
C 1.637 -0.245 3.578 0.14 -0.22 0.13
C 2.377 -0.380 4.748 0.04 0.12 0.08
C 2.550 0.690 5.617 -0.01 -0.11 -0.05
C 2.029 1.928 5.291 -0.06 0.29 -0.05
C 1.333 2.067 4.098 0.59 -0.66 0.15
C 1.099 0.990 3.251 -0.23 0.25 -0.11
N 0.916 3.401 3.716 -0.87 -0.05 -0.19
O 0.754 4.239 4.583 0.24 0.29 0.52
O 0.691 3.612 2.545 0.23 0.04 -0.57
H 2.822 -1.344 4.957 -0.03 -0.02 -0.03
H 3.111 0.568 6.536 -0.01 -0.01 0.01
H 2.169 2.794 5.923 -0.01 -0.01 0.01
H 0.494 1.111 2.358 0.11 0.05 0.02
N -2.156 0.992 -0.816 0.07 -0.32 0.30
C -1.945 1.064 -2.120 0.20 0.05 0.23
C -0.925 0.406 -2.896 -0.07 0.07 0.01
C -0.832 0.553 -4.265 -0.09 0.09 0.08
C -1.699 1.384 -4.980 0.09 -0.01 -0.16
C -2.673 2.079 -4.254 0.02 -0.03 0.13
C -2.800 1.944 -2.888 0.10 -0.04 -0.11
H -0.231 -0.225 -2.357 0.03 -0.06 -0.05
H -0.060 0.004 -4.800 0.02 -0.02 0.01
H -1.622 1.482 -6.057 -0.01 0.00 0.03
H -3.354 2.742 -4.784 -0.02 0.00 0.03
H -3.564 2.487 -2.342 0.00 -0.02 -0.02
```
Positions in Å, forces in eV/Å.

Output
F_max = 1.12 eV Å⁻¹
total charge = -2
HOMO energy = -0.4096 eV
ΔE to the lowest compared entry with this formula, charge and spin = 89.11 kcal/mol



# 3
ORCA calculation (ωB97M-V/def2-TZVPD) on a structure of composition C30H30BN6O7P2Pt.

XYZ file:
```
77
Properties=species:S:1:pos:R:3:forces:R:3
Pt 0.872 -0.819 0.210 0.50 0.29 0.68
C -3.706 3.022 0.979 -0.06 0.06 -0.02
C -2.892 2.338 -0.068 -0.03 0.06 0.15
C -2.994 2.427 -1.438 -0.05 0.03 0.07
C -1.982 1.576 -1.927 0.02 -0.02 0.11
N -1.329 1.021 -0.921 0.16 -0.15 0.04
N -1.876 1.485 0.221 0.01 -0.02 -0.06
B -1.386 1.060 1.642 -0.19 0.12 -0.18
N 0.074 1.496 1.880 0.02 -0.12 0.03
N 0.958 1.346 0.864 -0.57 -0.91 -0.53
C 2.002 2.129 1.119 0.17 -0.05 -0.15
C 1.832 2.727 2.379 -0.07 0.02 -0.06
C 0.600 2.296 2.827 -0.13 0.19 -0.18
C -0.125 2.627 4.087 0.01 0.03 0.04
C 3.031 2.394 0.100 0.01 0.00 0.05
C 4.225 3.017 0.445 0.02 -0.03 0.03
C 5.171 3.308 -0.523 -0.01 0.01 -0.02
C 4.932 2.979 -1.851 0.01 0.00 0.01
C 3.738 2.366 -2.202 -0.02 0.00 0.00
C 2.789 2.081 -1.233 -0.01 0.04 -0.03
N -1.545 -0.475 1.804 0.16 0.02 -0.03
N -1.019 -1.295 0.858 0.00 0.51 0.08
C -1.581 -2.495 1.009 0.05 -0.09 -0.14
C -2.431 -2.467 2.121 -0.06 0.09 -0.05
C -2.375 -1.171 2.596 -0.20 0.04 -0.15
C -3.100 -0.555 3.745 -0.04 -0.01 0.02
C -1.388 -3.597 0.056 0.02 0.01 0.04
C -1.552 -4.915 0.469 0.05 -0.02 0.01
C -1.399 -5.958 -0.432 -0.02 0.02 0.01
C -1.089 -5.692 -1.756 0.01 0.00 -0.02
C -0.939 -4.376 -2.177 0.01 0.00 0.00
C -1.092 -3.335 -1.280 -0.06 0.01 0.00
C -1.605 1.270 -3.318 -0.04 0.03 0.03
C -0.513 0.447 -3.595 0.09 -0.07 -0.01
C -0.157 0.165 -4.905 -0.02 0.02 0.04
C -0.884 0.697 -5.962 -0.01 0.00 -0.01
C -1.971 1.518 -5.695 0.02 -0.01 -0.02
C -2.327 1.801 -4.385 0.01 -0.01 0.01
H -4.456 3.652 0.501 0.00 0.00 0.00
H -3.089 3.653 1.621 0.00 0.01 0.00
H -4.222 2.306 1.622 -0.01 0.01 -0.01
H -3.700 3.027 -1.988 0.00 0.01 0.00
H -2.109 1.621 2.417 0.17 -0.18 0.19
H 2.500 3.404 2.882 0.00 0.00 -0.02
H 0.449 3.353 4.662 0.01 0.00 -0.01
H -0.263 1.738 4.706 -0.01 0.00 -0.02
H -1.112 3.045 3.884 0.01 0.00 0.00
H 4.433 3.237 1.484 0.01 -0.03 0.00
H 6.106 3.774 -0.239 0.00 0.00 0.00
H 5.678 3.193 -2.608 -0.01 0.01 0.00
H 3.540 2.105 -3.235 0.01 0.01 0.00
H 1.854 1.612 -1.508 -0.01 -0.02 0.01
H -3.042 -3.269 2.497 0.00 -0.01 -0.01
H -3.764 -1.292 4.193 0.01 0.00 0.00
H -3.695 0.303 3.431 -0.01 -0.02 0.00
H -2.404 -0.209 4.510 0.01 0.01 -0.01
H -1.767 -5.125 1.510 0.01 0.01 0.00
H -1.513 -6.981 -0.094 0.01 0.00 0.00
H -0.958 -6.506 -2.459 -0.01 0.00 0.00
H -0.695 -4.158 -3.209 -0.01 -0.01 0.00
H -0.978 -2.309 -1.608 0.00 0.02 0.01
H 0.065 0.031 -2.779 -0.06 0.04 0.05
H 0.697 -0.473 -5.093 0.00 0.00 -0.03
H -0.604 0.476 -6.984 0.00 0.00 0.00
H -2.545 1.942 -6.510 0.00 0.00 0.00
H -3.177 2.443 -4.190 0.00 0.00 0.01
O 4.782 -2.131 0.729 0.14 -0.09 -0.13
P 3.773 -0.945 1.037 -0.32 0.03 -0.05
O 4.456 0.215 1.613 -0.01 0.02 0.07
O 2.858 -0.732 -0.200 0.21 0.28 0.26
O 2.756 -1.639 2.136 0.16 -0.20 0.17
P 2.055 -3.050 1.750 0.44 0.44 -0.09
O 0.951 -3.230 2.892 -0.04 0.03 0.08
O 3.094 -4.104 1.809 -0.24 -0.21 -0.25
O 1.305 -2.801 0.437 -0.19 -0.30 0.06
H 4.414 -3.011 0.961 -0.02 0.06 -0.03
H 1.362 -3.607 3.679 -0.03 -0.01 -0.04
```
Positions in Å, forces in eV/Å.

Output
F_max = 1.20 eV Å⁻¹
total charge = -1
HOMO energy = -5.6631 eV
ΔE to the lowest compared entry with this formula, charge and spin = 31.84 kcal/mol